(one)
CH4IO2PS as an isolated structure, computed with ωB97M-V with the def2-TZVPD basis set.

Calculated values
Gap between HOMO and LUMO, eV: 7.89
Spin multiplicity: 1
E_HOMO, eV: -8.911

Last column: natural (NBO) charge in e.
Geometry (Å):
C: 1.57075 1.58367 0.29748  0.27
O: -0.79078 -0.28051 -2.07457  -0.93
O: 0.84414 0.78863 0.90972  -0.53
P: -1.54060 -2.04145 0.19617  0.10
S: -0.45131 -0.42375 -0.70039  0.96
I: -2.14918 1.21878 0.19214  -0.13
H: -0.49358 -3.04201 0.14456  -0.01
H: 2.12441 1.20450 -0.58250  0.12
H: 1.50750 2.70638 0.37869  0.14
H: -0.62135 -1.71424 1.23871  0.01


(two)
CH4IO2PS as an isolated structure, computed with ωB97M-V with the def2-TZVPD basis set.

Calculated values
Gap between HOMO and LUMO, eV: 7.82
Spin multiplicity: 1
E_HOMO, eV: -8.355

Last column: natural (NBO) charge in e.
Geometry (Å):
C: -0.77144 1.51973 0.25335  0.68
O: -1.21516 1.43564 -0.94642  -0.62
O: -0.28499 0.65263 0.95267  -0.62
P: -0.96648 -1.47248 0.87253  0.56
S: -0.24456 -2.13483 -0.80441  -0.58
I: 3.09189 -0.24568 -0.32683  -0.10
H: -0.83376 2.43103 0.81273  0.14
H: -0.97376 0.50265 -1.22290  0.52
H: 2.21704 -0.91990 -1.37754  0.10
H: -0.01879 -1.76879 1.78681  -0.09


Which one sits at the bottom of the stability order? (one) does.


(one)
An isolated ion of composition C26H33N4O and charge +1, computed with ωB97M-V with the def2-TZVPD basis set.

Calculated values
Gap between HOMO and LUMO, eV: 7.94
Spin multiplicity: 1
Net charge: +1
E_HOMO, eV: -10.934
Structure (SMILES): CCC[NH2+][C@H](/C=C/N1[C@H](Cc2ccccc2)C(=O)N(C)C1(C)C)c1ccc(C#N)cc1

Last column: natural (NBO) charge in e.
Geometry (Å):
C: -3.53656 -3.00884 -2.88134  -0.42
N: -2.14321 -2.81206 -2.55551  -0.45
C: -1.22893 -2.49159 -3.52126  0.68
O: -1.45588 -2.40032 -4.72395  -0.59
C: 0.11631 -2.29457 -2.82024  -0.12
C: 0.73416 -0.91477 -3.04421  -0.42
C: 1.14253 -0.70034 -4.47889  0.07
C: 0.68995 0.42813 -5.16358  -0.24
C: 0.97732 0.56798 -6.52020  -0.18
C: 1.75997 -0.39465 -7.17215  -0.21
C: 2.26514 -1.49245 -6.46138  -0.19
C: 1.96803 -1.63826 -5.10421  -0.25
N: -0.21019 -2.52566 -1.41759  -0.43
C: 0.80115 -2.44662 -0.49544  0.10
C: 0.58806 -2.46232 0.83980  -0.43
C: 1.67757 -2.57355 1.87393  -0.11
C: 1.17214 -2.80988 3.31671  0.05
C: 2.12962 -2.98860 4.32837  -0.27
C: 1.72141 -3.22760 5.64230  -0.13
C: 0.35557 -3.29647 5.95325  -0.15
C: -0.06735 -3.61486 7.29059  0.25
N: -0.40337 -3.89604 8.37498  -0.24
C: -0.59767 -3.12423 4.94520  -0.14
C: -0.18381 -2.81908 3.64716  -0.22
C: -1.65236 -2.76879 -1.17581  0.34
C: -2.35297 -1.62668 -0.42567  -0.64
C: -1.95811 -4.10753 -0.49310  -0.64
H: -3.66042 -2.97434 -3.96411  0.26
H: -3.88292 -3.97879 -2.51249  0.20
H: -4.16036 -2.23092 -2.42760  0.20
H: 0.80935 -3.08644 -3.16760  0.22
H: 0.00650 -0.14701 -2.72851  0.22
H: 1.61802 -0.81689 -2.39114  0.19
H: 0.08661 1.15998 -4.62365  0.21
H: 0.58375 1.42535 -7.06483  0.22
H: 1.98127 -0.28943 -8.23643  0.22
H: 2.88369 -2.24270 -6.95592  0.22
H: 2.34847 -2.48737 -4.52890  0.20
H: 1.79998 -2.33082 -0.95277  0.20
H: -0.43490 -2.46448 1.20857  0.22
H: 2.29078 -3.44340 1.60936  0.23
H: 3.20341 -2.94628 4.10906  0.21
H: 2.45269 -3.36410 6.44486  0.25
H: -1.66517 -3.19589 5.16531  0.25
H: -0.95287 -2.58176 2.91017  0.22
H: -2.35529 -0.71363 -1.03617  0.23
H: -3.39271 -1.91697 -0.22777  0.23
H: -1.87042 -1.41486 0.53008  0.21
H: -1.70902 -4.93571 -1.16833  0.23
H: -1.39505 -4.21341 0.43624  0.22
H: -3.02971 -4.15496 -0.26459  0.23
C: 6.05915 -0.35843 0.53816  -0.61
C: 4.94520 -0.76287 1.49589  -0.43
C: 3.65995 -1.31627 0.85323  -0.21
N: 2.54039 -1.44254 1.89955  -0.51
H: 6.91282 0.04463 1.08920  0.24
H: 6.44205 -1.19878 -0.04797  0.22
H: 5.76056 0.42597 -0.16405  0.22
H: 5.33121 -1.52467 2.19292  0.22
H: 4.67321 0.11662 2.10171  0.21
H: 3.24287 -0.65851 0.07909  0.22
H: 3.75985 -2.33251 0.45270  0.22
H: 2.94804 -1.28838 2.83907  0.44
H: 1.93131 -0.63943 1.74684  0.44


(two)
A 2-piece molecular cluster, C26H33N4O overall, computed with ωB97M-V with the def2-TZVPD basis set.

Calculated values
Gap between HOMO and LUMO, eV: 5.06
Spin multiplicity: 1
Net charge: +1
E_HOMO, eV: -10.391

Last column: natural (NBO) charge in e.
Geometry (Å):
C: -5.69839 -3.54272 -3.22039  -0.40
N: -5.19302 -2.87546 -2.01490  -0.49
C: -5.64683 -3.53461 -0.78301  -0.40
C: -3.85630 -2.36334 -2.04386  0.30
C: -3.56896 -0.99475 -1.89652  -0.25
C: -2.27470 -0.55685 -1.88034  -0.06
C: -1.18007 -1.44234 -2.01139  -0.19
C: 0.11310 -0.86815 -1.98028  0.16
C: 1.40987 -1.43485 -1.98344  -0.20
C: 2.50076 -0.53862 -2.06737  -0.07
C: 3.79723 -0.97136 -2.06413  -0.24
C: 4.09025 -2.34351 -1.97004  0.31
N: 5.43035 -2.84763 -1.98497  -0.49
C: 5.92027 -3.52701 -0.77933  -0.40
C: 5.90260 -3.49505 -3.21565  -0.40
C: 3.01770 -3.24457 -1.87018  -0.27
C: 1.72300 -2.80859 -1.86963  -0.04
C: -1.48759 -2.81091 -2.18824  -0.11
C: -2.78029 -3.25352 -2.19296  -0.21
H: -5.36296 -2.99996 -4.10273  0.21
H: -5.32724 -4.56552 -3.27638  0.17
H: -6.78651 -3.56922 -3.22315  0.22
H: -5.29368 -2.97452 0.08105  0.21
H: -6.73310 -3.58610 -0.74379  0.22
H: -5.25050 -4.54807 -0.72737  0.17
H: -4.38190 -0.29567 -1.79025  0.25
H: -2.06436 0.48928 -1.74570  0.24
H: 0.10921 0.21110 -1.93640  0.23
H: 2.28750 0.51372 -2.13590  0.23
H: 4.60769 -0.26447 -2.13218  0.25
H: 5.57867 -2.99037 0.10432  0.21
H: 5.54304 -4.54817 -0.73568  0.17
H: 7.00808 -3.55969 -0.76577  0.22
H: 5.55739 -2.92983 -4.07954  0.21
H: 6.98949 -3.54059 -3.24156  0.22
H: 5.51218 -4.50994 -3.28399  0.17
H: 3.24150 -4.29512 -1.78913  0.23
H: 0.94262 -3.52727 -1.73172  0.20
H: -0.70519 -3.51941 -2.36288  0.21
H: -2.99942 -4.30212 -2.30672  0.23
C: 0.48965 5.05735 5.94607  -0.08
C: 0.53763 4.05094 4.79355  -0.25
N: -0.28908 4.46494 3.64665  -0.42
C: -0.56569 3.52755 2.61083  0.23
C: 0.05315 2.28371 2.55416  -0.31
C: -0.13613 1.47663 1.46014  0.05
N: -0.88393 1.79076 0.41529  -0.50
C: -1.49822 2.96013 0.48437  0.05
C: -1.37740 3.84361 1.52771  -0.29
C: -0.12162 5.88794 3.29051  -0.24
C: -0.13685 6.80923 4.51122  -0.08
O: 0.77771 6.37165 5.50124  -0.52
H: -0.49716 5.07983 6.42092  0.17
H: 1.21853 4.82414 6.73415  0.21
H: 1.56545 3.92998 4.44372  0.18
H: 0.19156 3.06883 5.12761  0.21
H: 0.71053 1.97198 3.34448  0.22
H: 0.37010 0.52330 1.41002  0.18
H: -2.11765 3.22162 -0.36114  0.19
H: -1.91404 4.77407 1.51003  0.22
H: 0.82592 5.98552 2.75612  0.18
H: -0.90630 6.16955 2.58629  0.21
H: 0.14188 7.84058 4.25581  0.21
H: -1.12955 6.85194 4.97233  0.17


Which one sits at the bottom of the stability order? (two) does.


(one)
One molecule with the formula H2NO2P, computed with ωB97M-V with the def2-TZVPD basis set.

Calculated values
Gap between HOMO and LUMO (alpha / beta), eV: 9.28 / 9.28
Spin multiplicity: 1
E_HOMO (alpha / beta), eV: -11.170 / -11.170

Last column: natural (NBO) charge in e.
Geometry (Å):
N: -1.71795 -0.37691 -0.10232  -1.07
O: -0.04243 1.58589 0.28858  -0.99
O: 1.73249 -0.39657 0.08166  -0.90
P: -0.18754 0.15844 0.03811  2.08
H: -1.96789 -1.34648 -0.00265  0.39
H: 2.18332 0.37563 -0.30339  0.49


(two)
One molecule with the formula H2NO2P, computed with ωB97M-V with the def2-TZVPD basis set.

Calculated values
Gap between HOMO and LUMO (alpha / beta), eV: 8.89 / 8.84
Spin multiplicity: 1
E_HOMO (alpha / beta), eV: -8.817 / -8.822

Last column: natural (NBO) charge in e.
Geometry (Å):
N: -2.91482 0.26524 -0.14832  0.03
O: -0.70921 -1.90365 0.21830  -1.01
O: -1.71961 0.59601 0.02740  -0.57
P: -0.35611 -0.52475 -0.09088  1.68
H: -0.07130 0.03415 -1.35231  -0.07
H: 0.51060 0.05554 0.88244  -0.07


Which one sits at the bottom of the stability order? (two) does.


(one)
A 2-piece molecular cluster, CH2N2O2S overall, computed with ωB97M-V with the def2-TZVPD basis set.

Calculated values
Gap between HOMO and LUMO, eV: 7.84
Spin multiplicity: 1
E_HOMO, eV: -9.072

Last column: natural (NBO) charge in e.
Geometry (Å):
C: -0.80641 0.89002 0.05041  -0.47
N: -1.34276 -0.20727 0.26075  0.04
N: -1.76739 -1.21679 0.53787  -0.05
O: 1.74883 -0.17645 0.86808  -0.82
O: 1.65818 -0.73054 -1.58526  -0.83
S: 1.38530 -1.07664 -0.22157  1.64
H: -0.18815 1.01637 -0.85699  0.24
H: -0.68760 1.50128 0.94670  0.24


(two)
One molecule with the formula CH2N2O2S, computed with ωB97M-V with the def2-TZVPD basis set.

Calculated values
Gap between HOMO and LUMO (alpha / beta), eV: 9.56 / 9.56
Spin multiplicity: 1
E_HOMO (alpha / beta), eV: -9.652 / -9.652

Last column: natural (NBO) charge in e.
Geometry (Å):
C: 0.64920 0.35709 0.47708  -0.52
N: 1.03267 0.01519 -0.76797  0.00
N: 0.52857 -0.18754 -1.75704  0.25
O: -1.72270 -1.19582 1.02262  -0.94
O: -1.27464 -0.22207 -1.19615  -0.86
S: -1.42860 0.00770 0.27532  1.56
H: 1.15482 -0.15770 1.27843  0.26
H: 1.06069 1.38315 0.66771  0.25


Which one sits at the bottom of the stability order? (two) does.